Entry from the OMol25 dataset: C23H41BBrClFIN3O9S as an isolated structure (ωB97M-V/def2-TZVPD).

Results
HOMO-LUMO gap ... 3.8 eV
Net charge ... +1
Largest force on an atom ... 4.44 eV/A

The geometry in XYZ format:
```
82
Properties=species:S:1:pos:R:3:forces:R:3
C 4.947192 3.206634 2.441289 -0.15 -2.77 -1.09
C 4.774874 3.406828 0.898959 -0.16 0.56 -0.39
C 5.938886 3.115209 -0.108604 -0.45 1.93 0.95
C 3.522975 3.835145 0.310116 0.14 -1.50 0.46
C 2.503553 2.673095 0.010099 -0.68 2.13 1.62
C 1.075510 3.175976 -0.442557 0.19 -1.84 0.01
C 0.005258 2.036125 -0.078784 -0.56 1.89 -0.16
C -1.331719 2.819415 0.291306 0.30 -0.40 -0.34
C -0.249137 1.101835 -1.315600 -0.96 0.39 0.59
C -1.185523 -0.150215 -1.022577 1.04 0.59 -1.03
C -0.453240 -1.451053 -0.480774 -3.32 -0.50 -2.24
C -1.454235 -2.665136 -0.842233 0.11 -0.74 0.00
C -0.746106 -3.804232 -1.647568 -0.63 -1.60 0.26
C 0.284603 -4.601587 -0.733894 0.53 1.86 -0.05
C 1.382265 -5.371559 -1.542339 -0.87 -1.12 0.29
S 2.905448 -5.457856 -0.477376 0.95 3.34 2.75
O 2.484672 -5.454799 0.955050 0.35 -1.19 -3.04
O 3.816750 -4.313239 -0.726856 -1.74 -2.33 -0.53
Cl 3.903027 -7.184201 -1.008636 -0.73 0.73 0.25
O 0.660372 -1.673651 -1.340103 0.32 0.87 2.10
C 1.916896 -1.420577 -0.792238 1.52 -0.37 -1.82
O 2.731076 -0.821396 -1.792248 -1.20 -1.13 -0.11
B 2.770703 -1.615330 -2.984121 0.67 -1.07 -1.84
O 1.814161 -1.514619 -4.033552 1.71 0.89 1.83
O 3.822747 -2.550671 -3.209294 -1.29 1.66 0.77
N 1.940339 -0.529019 0.402909 -0.96 -3.10 2.41
I 3.930145 -0.643568 1.072690 0.23 0.69 -0.39
C 1.103650 -1.255596 1.384684 -0.45 1.27 -3.44
N 1.634869 -1.644605 2.556517 -1.10 -0.26 0.84
N -0.209673 -1.544120 0.965086 4.02 1.75 0.71
C -1.118004 -0.784327 1.847242 -2.23 0.40 2.24
C -2.603067 -1.299189 1.926768 0.16 -1.10 0.87
C -3.493480 -0.432530 2.922216 1.19 -0.69 -0.32
Br -5.342437 -0.487816 2.242514 0.71 0.33 0.46
H 5.402176 4.097742 2.930635 -0.50 -0.43 -0.63
H 5.640603 2.329314 2.617626 -0.44 0.91 0.09
H 3.980902 2.914801 2.941259 0.76 0.68 -0.47
H 5.748370 3.765486 -1.008585 0.35 -0.57 0.70
H 5.805195 2.055816 -0.463409 0.09 0.85 0.48
H 6.956061 3.290610 0.317915 -0.62 -0.33 -0.51
H 3.303694 4.897704 0.050121 0.85 -1.16 -1.56
H 2.895000 2.016514 -0.813611 0.04 0.48 0.90
H 2.423247 2.090883 0.972693 0.06 0.10 -0.93
H 0.779544 4.158854 0.001214 0.39 -0.87 -0.37
H 1.085507 3.211912 -1.564965 -0.10 0.53 0.96
H 0.380412 1.524327 0.839762 -0.30 0.08 -0.84
H -2.225246 2.145875 0.276175 0.56 0.62 0.12
H -1.493624 3.615640 -0.485509 0.01 -0.76 0.73
H -1.254785 3.319947 1.292241 -0.03 -0.47 -0.87
H 0.693273 0.835664 -1.850592 -0.65 -0.08 0.60
H -0.842808 1.726374 -2.045730 0.62 -0.52 0.67
H -2.101493 0.147226 -0.461308 0.81 -0.36 -0.18
H -1.557016 -0.448366 -2.043911 0.37 0.04 1.09
H -2.339919 -2.309142 -1.431251 0.91 -0.12 0.58
H -1.865926 -3.154250 0.083958 0.46 0.64 -0.73
H -0.325200 -3.504687 -2.636675 -0.15 0.06 0.98
H -1.548789 -4.561159 -1.890645 0.62 0.85 0.08
H 0.833617 -3.819103 -0.133728 -0.60 -0.86 -0.43
H -0.260239 -5.224778 0.014428 0.59 0.25 -0.76
H 1.035638 -6.432315 -1.662424 0.58 0.86 -0.10
H 1.601949 -4.928795 -2.547897 0.20 -0.31 1.07
H 2.400669 -2.397679 -0.513897 -0.35 0.70 -0.17
H 1.560549 -0.578010 -4.052852 -0.65 -0.32 -0.06
H 4.491736 -2.124556 -3.762455 -0.01 -0.42 -0.10
H 1.818911 -1.012614 3.327488 0.39 -0.18 -0.41
H 1.878500 -2.634681 2.641002 -0.49 0.35 0.23
H -0.716498 -0.871236 2.897304 -0.28 -0.04 -1.11
H -1.166302 0.321930 1.654577 0.50 -1.04 -0.46
H -3.098753 -1.446838 0.940236 0.47 0.52 0.72
H -2.557261 -2.323572 2.399124 -0.09 0.82 -0.69
H -3.069421 0.594266 3.022542 -0.87 -0.53 -0.28
H -3.478245 -0.905663 3.938213 -0.22 0.50 -1.01
C -8.036762 2.707096 0.085417 -0.73 -0.46 -0.18
C -7.548023 4.051194 0.536254 0.01 0.14 0.69
O -6.145810 3.946787 0.375073 -0.33 -0.09 -0.50
C -5.953226 3.064946 -0.641821 0.65 -0.37 -0.47
O -4.926428 2.932902 -1.226199 -0.16 -0.07 0.21
O -7.083104 2.355139 -0.913767 0.37 0.47 0.24
F -7.821022 4.259885 1.847031 0.02 0.12 -0.05
H -8.015155 1.962201 0.884583 0.08 0.22 0.12
H -9.043403 2.747395 -0.328675 0.15 -0.06 -0.18
H -7.924444 4.889645 -0.055058 0.01 0.05 0.16
```
Forces are in eV/Å.

=====

Entry from the OMol25 dataset: C23H41F5OP2TeTi as an isolated structure (ωB97M-V/def2-TZVPD).

Results
2S+1 ... 2
HOMO-LUMO gap (alpha / beta) ... 4.0 / 4.2 eV
Energy above the lowest of the compared OMol25 structures with the same formula, charge and spin ... 133.7 kJ/mol
Net charge ... +1
Largest force on an atom ... 3.12 eV/A

The geometry in XYZ format:
```
74
Properties=species:S:1:pos:R:3:forces:R:3
Ti 1.925955 -0.977042 1.222751 -2.22 0.93 1.98
C -1.063540 -1.157797 3.184305 0.55 -0.43 -0.17
C -0.739429 -2.057591 2.157805 1.44 0.18 0.74
C 1.198231 -1.592442 3.382763 -1.68 -0.08 -0.12
C 0.094731 -0.864864 3.938915 0.25 -1.21 -0.92
C 0.677522 -2.395594 2.278074 -1.36 1.43 0.12
C -2.432051 -0.653167 3.495483 -0.33 0.30 0.06
H -3.037360 -0.560765 2.585993 -0.02 -0.03 0.17
H -2.381748 0.341824 3.954740 -0.07 -0.17 -0.11
H -2.981096 -1.301447 4.199827 0.20 0.15 -0.23
C 0.080340 -0.089853 5.201794 0.30 0.40 0.28
H -0.672229 0.708834 5.173719 0.20 -0.16 0.04
H 1.052898 0.374788 5.354710 -0.09 0.08 0.16
H -0.136107 -0.723819 6.077856 0.00 0.09 -0.29
C 2.539970 -1.752314 3.981043 0.67 0.05 0.50
H 2.827026 -2.811081 3.926118 0.21 0.20 0.18
H 2.495197 -1.434660 5.034953 0.28 -0.17 -0.39
H 3.307672 -1.154857 3.457385 -0.13 -0.30 0.67
C 1.370389 -3.534826 1.619030 -0.06 -0.81 0.08
H 1.662797 -4.252700 2.400318 0.30 -0.02 -0.41
H 2.281126 -3.289469 1.028530 0.00 -0.15 0.22
H 0.695327 -4.048953 0.922466 0.15 0.10 0.16
C -1.690839 -2.669047 1.205952 -0.21 -0.04 -0.11
H -1.510930 -3.744899 1.108711 -0.16 0.10 -0.14
H -1.587379 -2.195290 0.222520 -0.26 -0.33 -0.20
H -2.715122 -2.512692 1.567229 0.16 -0.15 -0.27
C -1.693760 2.540235 0.292956 -0.51 -0.15 0.69
C -2.643310 1.634125 0.563777 0.48 0.16 -0.15
C -3.023105 0.481837 -0.347239 0.06 -0.09 -0.41
C -2.662758 0.683289 -1.874387 -0.99 0.58 0.31
C -1.339292 0.172400 -2.472255 0.67 -0.30 1.60
C -0.170979 0.099868 -1.486961 0.46 -0.49 0.90
C 0.236351 1.540225 -1.150926 0.33 0.57 0.38
C -0.831718 2.628756 -0.929562 0.96 0.67 -0.23
H -4.124461 0.375747 -0.322955 0.51 -0.07 0.03
H -2.706458 1.754812 -2.034773 -0.31 -0.03 0.03
H -2.605354 -0.461181 0.053996 -0.25 0.39 -0.19
H -1.362776 2.786212 -1.884844 -0.05 0.22 0.47
H -1.435035 3.308983 1.034445 -0.34 -0.45 -0.20
H -3.185632 1.679986 1.528223 0.46 -0.02 -0.69
H -0.216569 3.546538 -0.816179 -0.33 -0.43 -0.05
H 0.926560 1.535512 -0.318998 -0.03 -0.16 0.51
H -0.295479 -0.580940 -0.619303 -0.40 0.70 -0.06
H 0.864816 1.973683 -1.955008 -0.12 -0.20 -0.04
H -3.519391 0.319173 -2.461753 0.51 -0.35 0.06
H -1.548542 -0.829172 -2.951277 0.49 1.28 -0.03
P -0.427292 1.289461 -3.720153 -0.05 -0.80 -2.44
C -0.123995 2.946955 -4.527192 -0.55 0.78 0.88
C -1.393360 0.518090 -5.025929 0.53 0.29 -0.86
P 1.333678 -0.593585 -2.330348 -1.42 0.06 -1.23
C 1.272659 0.605628 -3.744557 0.47 0.24 -0.10
C 1.035314 -2.099299 -3.272769 0.18 -0.48 -0.08
C 2.930554 -0.766234 -1.583146 0.53 0.26 0.46
H 0.822463 3.430498 -4.245824 -0.35 -0.37 0.37
H -0.941806 3.640218 -4.309893 0.11 -0.01 -0.04
H -0.098371 2.801056 -5.615463 -0.10 -0.40 0.38
H -1.132245 0.990149 -5.972656 -0.33 -0.42 -0.22
H -2.446956 0.704951 -4.773761 0.22 -0.22 -0.24
H -1.154101 -0.551126 -5.020869 -0.37 0.21 -0.28
H 3.646325 -0.429811 -2.335940 0.32 0.14 0.09
H 3.109752 -1.835726 -1.402408 -0.11 0.36 0.05
H 3.067496 -0.204079 -0.637610 0.18 0.00 -0.83
H 2.037024 1.400529 -3.648537 -0.58 -0.25 0.00
H 1.396277 0.170193 -4.748844 0.21 -0.18 0.51
H 1.685626 -2.899160 -2.907296 -0.35 -0.03 0.06
H 1.332163 -1.896326 -4.312688 -0.22 -0.22 0.36
H -0.012781 -2.405720 -3.235482 0.17 -0.10 0.00
F 2.449118 1.352074 3.878989 0.01 1.04 -0.95
Te 2.198008 2.675708 2.411197 -1.32 -0.62 1.36
F 2.581811 4.027531 3.679650 0.05 -0.40 -0.53
F 3.720430 -1.199471 1.321598 0.79 0.03 -0.65
F 0.418593 2.785634 3.016070 0.76 -0.24 -0.41
F 1.557135 4.105033 1.142501 0.14 -0.73 0.25
O 1.212045 0.596431 1.391366 1.36 0.25 -0.84
```
Forces are in eV/Å.

=====

Entry from the OMol25 dataset: C23H41FIrP2 as an isolated structure (ωB97M-V/def2-TZVPD).

Results
2S+1 ... 5
HOMO-LUMO gap (alpha / beta) ... 7.6 / 5.5 eV
Energy above the lowest of the compared OMol25 structures with the same formula, charge and spin ... 0.0 kJ/mol
Net charge ... +1
Largest force on an atom ... 2.74 eV/A

The geometry in XYZ format:
```
68
Properties=species:S:1:pos:R:3:forces:R:3
Ir 0.187215 -0.316345 1.364518 0.31 1.06 -0.61
C -1.382495 -0.549877 3.628732 0.67 -0.44 0.51
C -0.987314 -1.475514 2.551597 0.99 -1.32 2.11
C 0.808369 -1.119478 4.044150 -0.19 -0.03 -0.25
C -0.285721 -0.346248 4.475339 -0.32 0.00 -0.32
C 0.454035 -1.814539 2.817957 -2.32 -0.24 1.43
C -2.723419 0.045061 3.793755 -0.51 0.31 -0.05
H -3.340353 -0.158937 2.913573 -0.06 0.06 0.24
H -2.655435 1.134949 3.930033 -0.10 -0.23 -0.05
H -3.259166 -0.348446 4.671735 0.21 0.03 -0.21
C -0.240285 0.595825 5.626400 0.06 0.29 0.29
H -1.209400 1.069551 5.825108 0.22 -0.20 -0.07
H 0.487700 1.401517 5.438185 -0.15 -0.25 0.05
H 0.076188 0.077514 6.541572 -0.06 0.15 -0.16
C 2.136622 -1.175146 4.679862 0.37 0.05 0.14
H 2.041472 -1.196209 5.771886 0.11 0.02 -0.18
H 2.734639 -0.291725 4.404705 -0.16 -0.14 0.07
H 2.695273 -2.058034 4.355429 -0.05 0.11 0.11
C 1.156809 -3.022838 2.308450 0.38 0.13 -0.53
H 1.307950 -3.765713 3.099107 -0.09 0.12 -0.04
H 2.144973 -2.742037 1.922657 -0.03 -0.20 0.07
H 0.596626 -3.478319 1.490039 0.08 -0.09 0.10
C -1.919452 -2.425200 1.886774 -0.25 -0.01 -0.28
H -2.144963 -3.265793 2.555106 -0.01 0.12 -0.10
H -1.473912 -2.814751 0.971340 -0.14 -0.16 0.01
H -2.851938 -1.926561 1.618968 -0.05 -0.12 0.00
C -0.604109 1.656862 0.817921 -1.34 0.83 0.08
C -1.787561 0.925253 0.645616 0.94 0.74 0.66
C -2.267169 0.212823 -0.569960 -0.41 -0.71 -0.63
C -1.239812 -0.694992 -1.295031 -0.43 -0.18 -0.45
C 0.052316 -0.989440 -0.572176 0.77 -0.21 -0.22
C 1.268780 -0.192553 -0.568140 0.32 -1.03 -1.58
C 1.494868 1.283702 -0.630985 0.23 0.94 0.19
C 0.280807 2.174230 -0.301171 0.25 0.54 0.13
H -2.716220 0.902595 -1.306680 0.21 -0.02 0.34
H -1.011039 -0.318368 -2.311575 -0.04 -0.11 0.71
H -3.088589 -0.447548 -0.242085 0.20 0.34 -0.15
H -0.348540 2.381889 -1.196332 0.55 -0.32 1.11
H -0.543030 2.240644 1.748795 -0.04 -0.33 -0.36
H -2.529714 1.029602 1.442915 0.42 -0.19 -0.19
H 0.702125 3.130219 0.036307 -0.17 -0.16 -0.02
H 2.275273 1.532716 0.108733 -0.29 -0.31 -0.14
H 2.188581 -0.797785 -0.577481 -0.42 0.36 0.57
H 1.947010 1.591782 -1.588442 -0.27 -0.10 0.33
H -1.725266 -1.667261 -1.486317 0.12 0.29 0.23
H 0.279128 -2.066106 -0.619552 0.16 0.42 0.01
P -0.565729 1.755759 -3.201235 -0.36 0.23 -0.68
C -0.565698 3.507227 -3.742585 -0.13 0.09 -0.23
C -1.730651 1.027096 -4.415251 0.05 0.19 -0.32
P 1.701476 -0.392202 -3.133722 0.26 0.55 -1.77
C 1.078147 1.226133 -3.840865 -0.13 0.04 0.00
C 1.022274 -1.489689 -4.437784 0.06 -0.19 0.05
C 3.407407 -0.206068 -3.784511 0.07 -0.18 0.06
H 0.326524 4.021579 -3.353246 -0.34 -0.11 -0.12
H -1.467103 4.001064 -3.344975 0.34 -0.08 -0.21
H -0.575859 3.553405 -4.842509 0.07 0.23 0.31
H -1.522332 1.471032 -5.398629 -0.24 -0.33 0.04
H -2.754572 1.287782 -4.104446 0.30 -0.13 -0.19
H -1.638108 -0.067437 -4.462693 -0.08 0.35 -0.03
H 3.345421 0.111559 -4.833378 0.19 -0.08 0.20
H 3.932106 -1.165106 -3.712656 0.03 0.23 -0.04
H 3.947744 0.548806 -3.201624 -0.03 -0.16 -0.14
H 1.807509 2.022633 -3.598533 -0.33 -0.36 -0.17
H 0.994649 1.138906 -4.935807 0.36 0.04 0.20
H 1.619343 -2.408824 -4.481638 -0.24 0.13 -0.03
H 1.097278 -0.953871 -5.391978 -0.11 -0.35 0.07
H -0.021369 -1.742655 -4.218808 0.21 -0.03 -0.16
F 1.579654 0.831931 2.215562 0.37 0.11 0.26
```
Forces are in eV/Å.